[1]
{
  "formula": "C27H30N4O4PPdSSi",
  "method": "ωB97M-V/def2-TZVPD",
  "symbols": ["Pd", "N", "C", "C", "C", "C", "C", "C", "S", "O", "O", "N", "C", "N", "C", "C", "C", "N", "H", "H", "H", "H", "H", "H", "H", "H", "H", "O", "C", "O", "C", "P", "C", "C", "C", "C", "C", "C", "C", "C", "C", "C", "C", "C", "H", "H", "H", "H", "H", "H", "H", "H", "H", "H", "H", "H", "C", "Si", "C", "C", "H", "H", "H", "H", "H", "H", "H", "H", "H"],
  "xyz": [[-0.0513, -0.6328, 0.0480], [7.1148, -0.3265, -2.1290], [6.1251, -0.0462, -1.1739], [4.8698, 0.4078, -1.5748], [3.9049, 0.7279, -0.6373], [4.1946, 0.5959, 0.7146], [5.4366, 0.1384, 1.1280], [6.4017, -0.1753, 0.1859], [2.9573, 0.9829, 1.9183], [3.5483, 0.8148, 3.2216], [2.4189, 2.2814, 1.5953], [1.7543, -0.0611, 1.6279], [1.9372, -1.3758, 1.7923], [0.8474, -2.1097, 1.3934], [0.8764, -3.4154, 1.5900], [1.9614, -4.0520, 2.1686], [3.0602, -3.2438, 2.4318], [3.0757, -1.9378, 2.2415], [6.7431, -0.5637, -3.0358], [7.7925, -1.0080, -1.8249], [4.6433, 0.5107, -2.6297], [2.9265, 1.0527, -0.9660], [5.6228, 0.0259, 2.1867], [7.3774, -0.5272, 0.5033], [0.0031, -3.9707, 1.2643], [1.9716, -5.1166, 2.3461], [3.9868, -3.6763, 2.8005], [0.8140, 3.0491, -2.2249], [0.4761, 2.1076, -1.5128], [0.6882, 0.8659, -1.7115], [-0.3027, 2.4348, -0.2030], [-1.6211, 1.1884, -0.0581], [-2.7531, 1.7763, -1.3709], [-2.3385, 1.6115, -2.6945], [-3.1151, 2.0953, -3.7340], [-4.3168, 2.7395, -3.4732], [-4.7307, 2.9123, -2.1617], [-3.9499, 2.4398, -1.1148], [-2.5260, 1.5048, 1.4868], [-3.6921, 0.7794, 1.7412], [-4.3729, 0.9322, 2.9370], [-3.8837, 1.7998, 3.9066], [-2.7165, 2.5084, 3.6702], [-2.0393, 2.3648, 2.4655], [-0.6900, 3.4538, -0.2271], [0.4054, 2.3157, 0.6232], [-1.3948, 1.1221, -2.8987], [-2.7755, 1.9725, -4.7547], [-4.9222, 3.1129, -4.2897], [-5.6601, 3.4253, -1.9465], [-4.2799, 2.5949, -0.0958], [-4.0622, 0.0871, 0.9920], [-5.2776, 0.3654, 3.1180], [-4.4088, 1.9137, 4.8466], [-2.3231, 3.1750, 4.4270], [-1.1225, 2.9139, 2.2943], [-2.5945, -1.6201, -2.2951], [-1.4773, -2.1066, -0.8633], [-0.3880, -3.4672, -1.6094], [-2.6138, -2.8472, 0.4709], [-3.0896, -2.5234, -2.6668], [-2.0134, -1.1925, -3.1140], [-3.3668, -0.9034, -2.0167], [-0.9079, -4.4293, -1.6368], [0.5580, -3.6034, -1.0864], [-0.1561, -3.1843, -2.6390], [-3.6527, -2.8338, 0.1315], [-2.5502, -2.2683, 1.3943], [-2.3570, -3.8824, 0.7076]],
  "e_lumo_ha": 0.0956,
  "e_tot_ev": -74122.029,
  "mol_weight_g_mol": 672.11,
  "orbital_gap_ev": 7.27,
  "relative_energy_ev": 0.2450,
  "total_charge": -1
}

[2]
{
  "formula": "C38H34As2Br2IrN",
  "method": "ωB97M-V/def2-TZVPD",
  "symbols": ["Ir", "C", "C", "As", "C", "C", "C", "C", "C", "C", "C", "C", "C", "C", "C", "C", "As", "C", "C", "C", "C", "C", "C", "C", "C", "C", "C", "C", "C", "H", "H", "H", "H", "H", "H", "H", "H", "H", "H", "H", "H", "H", "H", "H", "H", "H", "H", "H", "H", "H", "H", "H", "H", "C", "C", "C", "C", "C", "Br", "N", "C", "H", "H", "H", "H", "H", "H", "Br", "C", "C", "C", "C", "C", "C", "H", "H", "H", "H"],
  "xyz": [[1.5174, 0.8409, 0.1834], [-1.9169, 0.7767, -1.5107], [-1.0909, -0.1496, -2.3594], [-0.1956, -1.4589, -1.2280], [-1.5679, -2.6636, -0.5745], [-1.2773, -3.4047, 0.5675], [-2.2181, -4.2831, 1.0802], [-3.4575, -4.4005, 0.4644], [-3.7444, -3.6599, -0.6743], [-2.8068, -2.7792, -1.1936], [0.8232, -2.4926, -2.4953], [0.8991, -3.8793, -2.3883], [1.6377, -4.5978, -3.3143], [2.3143, -3.9390, -4.3326], [2.2479, -2.5549, -4.4362], [1.5192, -1.8327, -3.5068], [-0.9436, 1.2823, 0.1151], [-1.4405, 0.0361, 1.5180], [-0.5465, -0.0561, 2.5873], [-0.8596, -0.8045, 3.7091], [-2.0713, -1.4819, 3.7656], [-2.9565, -1.4113, 2.7000], [-2.6469, -0.6507, 1.5816], [-1.9489, 2.8780, 0.6064], [-3.0810, 2.7816, 1.4053], [-3.8631, 3.9065, 1.6191], [-3.5006, 5.1268, 1.0671], [-2.3521, 5.2282, 0.2938], [-1.5762, 4.1045, 0.0582], [-2.8571, 0.3408, -1.1676], [-2.1571, 1.6832, -2.0676], [-0.2886, 0.4013, -2.8508], [-1.6810, -0.6313, -3.1421], [-0.3125, -3.2857, 1.0484], [-1.9866, -4.8660, 1.9615], [-4.2007, -5.0717, 0.8730], [-4.7027, -3.7670, -1.1651], [-3.0405, -2.2173, -2.0901], [0.3628, -4.3962, -1.6015], [1.6880, -5.6757, -3.2420], [2.9034, -4.5004, -5.0451], [2.7587, -2.0394, -5.2382], [1.4898, -0.7510, -3.5723], [0.4013, 0.4790, 2.5345], [-0.1720, -0.8496, 4.5431], [-2.3280, -2.0546, 4.6465], [-3.8988, -1.9407, 2.7454], [-3.3583, -0.5976, 0.7654], [-3.3562, 1.8381, 1.8572], [-4.7582, 3.8283, 2.2210], [-4.1120, 6.0018, 1.2406], [-2.0628, 6.1811, -0.1289], [-0.6892, 4.1755, -0.5638], [1.3701, 6.2845, 1.4960], [2.2400, 5.1167, 1.1467], [3.6127, 5.2578, 0.9262], [4.3753, 4.1618, 0.5633], [3.7395, 2.9434, 0.4391], [4.6701, 1.3795, -0.0552], [2.4434, 2.7795, 0.6485], [1.7109, 3.8449, 1.0119], [1.7978, 6.8522, 2.3216], [0.3647, 5.9660, 1.7646], [1.3028, 6.9607, 0.6422], [4.0774, 6.2289, 1.0405], [5.4373, 4.2386, 0.3825], [0.6592, 3.6650, 1.1994], [4.4506, -5.1982, -0.3702], [3.5553, -3.5435, -0.2254], [3.7576, -2.5649, -1.1873], [3.1129, -1.3459, -1.0616], [2.2852, -1.0763, 0.0250], [2.0856, -2.0783, 0.9781], [2.7050, -3.3070, 0.8528], [4.4239, -2.7464, -2.0191], [3.2911, -0.5905, -1.8198], [1.4464, -1.8971, 1.8352], [2.5472, -4.0778, 1.5949]],
  "e_lumo_ha": [-0.2699, -0.2753],
  "e_tot_ev": -306031.985,
  "mol_weight_g_mol": 1006.57,
  "orbital_gap_ev": [5.91, 5.79],
  "relative_energy_ev": 3.9518,
  "total_charge": 2
}

[3]
{
  "formula": "C14H19Cl2NO4V",
  "method": "ωB97M-V/def2-TZVPD",
  "symbols": ["V", "C", "C", "O", "C", "C", "O", "C", "C", "O", "C", "C", "O", "H", "H", "H", "H", "H", "H", "H", "H", "H", "H", "H", "H", "H", "H", "H", "H", "Cl", "C", "C", "C", "C", "C", "Cl", "C", "N", "H", "H", "H"],
  "xyz": [[0.4656, -0.4094, -0.1000], [-0.1676, 1.3366, 2.3788], [0.7269, 1.4416, 1.1422], [1.4480, 1.5248, -1.8286], [2.2725, 0.6664, -2.6426], [2.9227, -0.4713, -1.8526], [1.9247, -1.4417, -1.4467], [2.4256, -2.4789, -0.5347], [1.2859, -3.0126, 0.3188], [0.7594, -1.9190, 1.1192], [-0.0701, -2.2368, 2.2571], [-0.7421, -1.0018, 2.8701], [0.1181, 0.1081, 3.0386], [0.0576, 2.1279, 3.0909], [-1.2174, 1.4189, 2.0755], [0.4547, 2.9132, -0.6032], [1.7373, 1.2558, 1.5040], [1.6447, 0.2099, -3.4119], [3.0318, 1.2864, -3.1152], [3.6018, -0.8626, -2.6167], [3.4567, -0.1081, -0.9718], [2.8150, -3.2838, -1.1578], [3.2174, -2.0640, 0.0922], [0.4958, -3.4137, -0.3211], [1.6339, -3.7704, 1.0213], [-0.8555, -2.9138, 1.9141], [0.5678, -2.7250, 2.9954], [-1.6265, -0.7297, 2.2923], [-1.0432, -1.3152, 3.8733], [0.3537, 1.5557, -0.4785], [-1.3256, 1.7386, -0.6378], [-1.9611, 2.9522, -0.8928], [-3.2923, 2.9577, -1.2081], [-3.9838, 1.7366, -1.2975], [-3.3681, 0.5416, -1.0197], [-4.2334, -0.9463, -1.1078], [-2.0047, 0.4873, -0.6292], [-1.3026, -0.6460, -0.3575], [-1.3823, 3.8681, -0.7806], [-3.8142, 3.8857, -1.3875], [-5.0270, 1.7367, -1.5840]],
  "e_lumo_ha": [-0.1460, -0.1458],
  "e_tot_ev": -75218.672,
  "spin_multiplicity": 3,
  "mol_weight_g_mol": 387.16,
  "orbital_gap_ev": [6.89, 6.90],
  "relative_energy_ev": 10.4684,
  "total_charge": 1
}

[4]
{
  "formula": "C11H17INO",
  "method": "ωB97M-V/def2-TZVPD",
  "symbols": ["C", "C", "C", "C", "C", "C", "C", "C", "C", "C", "C", "N", "O", "I", "H", "H", "H", "H", "H", "H", "H", "H", "H", "H", "H", "H", "H", "H", "H", "H", "H"],
  "xyz": [[0.5183, 0.1446, -1.2080], [1.6438, 0.2856, -1.9318], [-0.4911, -0.9582, -1.1770], [-1.5135, 1.8911, 0.9933], [-0.1078, 2.3918, 0.4930], [-1.4345, 0.7914, 0.0101], [-0.4627, -0.9994, 1.3295], [0.0623, 0.8856, 0.0202], [-1.3971, -0.7656, 0.0632], [-2.6866, -1.5630, 0.0727], [2.9218, -0.7754, -0.0753], [0.6096, -0.0348, 1.1163], [3.4830, -1.7853, -0.6847], [4.3654, 0.7637, 0.5901], [2.1212, 1.2309, -1.6835], [2.1348, -0.3632, -2.6351], [-1.2373, -0.7565, -1.9992], [-0.1633, -1.9834, -1.3001], [-1.4555, 1.6027, 2.0576], [-2.3235, 2.5722, 0.8162], [-0.1848, 2.9084, -0.5316], [0.8064, 2.9032, 1.0436], [-1.8565, 1.1280, -0.9109], [-1.0341, -0.8114, 2.2029], [-3.4119, -0.9246, 0.6311], [-2.6498, -2.4889, 0.4637], [-3.0604, -1.6546, -0.8674], [-0.0282, -2.0185, 1.4219], [0.8702, 0.4904, 1.8936], [1.5855, -0.3451, 0.6900], [4.3763, -1.7614, -0.9041]],
  "e_lumo_ha": -0.1483,
  "e_tot_ev": -23309.163,
  "mol_weight_g_mol": 306.17,
  "orbital_gap_ev": 8.41,
  "relative_energy_ev": 2.3921,
  "total_charge": 1
}